The following is a quantum chemistry calculation of 2 unconnected molecules or ions with the total composition C6H16, from the OMol25 dataset.

Summary:
Multiplicity ... 2
E_LUMO (spin up / spin down) ... 4.0 / 4.2 eV
Frontier orbital gap (spin up / spin down) ... 2.51 / 11.68 eV
Total charge ... -1
Energy relative to the best compared isomer or geometry (same formula, charge and spin) ... 119.2 kJ/mol
Energy ... -238.08829 a.u.
Highest occupied orbital energy (spin up / spin down) ... 1.5 / -7.5 eV

Positions of all 22 atoms, in Å:
C (-0.80435, -3.06702, 0.97924)
C (0.01307, -3.31524, -0.19339)
H (-1.86478, -3.30135, 0.83468)
H (-0.41874, -3.75081, 1.75026)
H (-0.83584, -2.03153, 1.29300)
H (1.04021, -2.96158, -0.07031)
H (0.04344, -4.31585, -0.57512)
H (-0.26371, -2.59561, -0.96029)
C (0.54893, 1.62704, 0.09407)
C (0.76370, 3.14137, -0.13150)
C (-0.87862, 1.42585, 0.66652)
C (0.78074, 0.91195, -1.23647)
H (1.29440, 1.13352, 0.72852)
H (-0.01720, 3.35472, -1.00901)
H (-1.54889, 2.11463, 0.23387)
H (-1.20478, 0.38954, 0.38924)
H (-0.95618, 1.65623, 1.75458)
H (1.65794, 1.08573, -1.67676)
H (0.46858, -0.12032, -1.19892)
H (0.01066, 1.25269, -1.97853)
H (1.72915, 3.38917, -0.25404)
H (0.44225, 3.97687, 0.56038)

Atomic forces in eV per Å
-1.226 -0.940 1.846
1.456 1.702 -2.004
0.073 -0.240 -0.142
-0.384 0.536 0.484
0.489 0.194 0.234
0.260 -0.419 0.511
-0.212 -0.565 -0.194
-0.465 -0.338 -0.727
-0.318 0.463 0.476
-5.155 0.328 -0.511
1.179 -1.530 0.308
-5.596 0.167 0.489
-0.110 0.613 0.565
2.305 -0.118 1.196
-0.879 0.763 -0.939
-0.049 0.788 0.698
0.293 -0.569 -0.532
3.822 0.422 -1.416
0.653 -0.666 0.369
0.462 0.222 0.426
3.538 0.762 -1.529
-0.137 -1.576 0.393